Record 1
A 2-piece molecular cluster, C3H7IN2S overall at a distorted geometry, computed with ωB97M-V/def2-TZVPD.

Geometry as XYZ:
```
14
Properties=species:S:1:pos:R:3:forces:R:3:mulliken_charge:R:1
C 0.21615 -0.17790 -1.07127 -0.729 0.992 -1.277 -0.140
C 1.31494 0.88569 0.80063 2.130 -0.745 -1.464 -1.348
C 0.64709 0.93844 -0.50150 -0.380 -0.512 -0.269 0.129
N 0.20646 -1.37878 -0.45180 -1.971 -2.774 -2.302 -0.611
N -2.98204 -0.13161 0.60651 0.334 -3.214 -1.001 -0.382
S -1.92265 -1.24581 0.99462 -1.211 1.010 0.078 0.095
I -0.71277 -0.25739 -2.95552 0.173 0.194 0.166 0.046
H 2.12838 0.14498 0.64743 0.269 0.511 0.430 0.342
H 1.73850 1.84954 0.97912 0.305 0.404 0.744 0.320
H 0.77384 0.47382 1.57895 -1.499 -0.323 1.816 0.335
H 0.72298 1.86971 -0.97943 -0.407 0.810 -1.015 0.467
H 0.73381 -1.45066 0.36181 0.985 -0.644 1.398 0.240
H -0.16060 -2.24141 -0.98593 1.270 2.082 1.532 0.260
H -2.70410 0.72138 0.97639 0.732 2.208 1.165 0.246
```
Positions in Å, forces in eV/Å.

Computed properties:
LUMO energy (alpha / beta): -0.58 / -0.58 eV
DFT total energy: -923.7895 hartree
frontier orbital gap (alpha / beta): 0.28331 / 0.28336 Ha
SMILES: C/C=C(\N)I.N=S
charge: 0
energy above the lowest of the compared OMol25 structures with the same formula, charge and spin: 157.5 kJ/mol

Record 2
An isolated ion of composition C3H7IN3 and charge +1 at a distorted geometry, computed with ωB97M-V/def2-TZVPD.

Geometry as XYZ:
```
14
Properties=species:S:1:pos:R:3:forces:R:3:mulliken_charge:R:1
C 1.28724 0.01353 -0.59749 -1.063 0.912 -0.637 0.010
C 1.54069 -2.50251 -0.33081 -0.166 1.511 3.146 -0.139
C -1.81661 1.53962 0.52311 1.054 2.115 -1.607 -0.706
N 1.32760 -1.30840 -0.60268 0.329 -0.456 -0.685 -0.287
N 0.22639 0.77750 -0.29743 4.579 -0.893 -1.918 0.000
N -0.88245 0.43760 0.28726 -3.265 -0.285 1.653 -0.224
I 1.48316 -3.12945 1.82932 0.122 0.344 -1.433 0.123
H 2.06376 0.61755 -1.13341 -0.334 -0.938 0.815 0.309
H 1.81315 -3.35641 -0.91333 -0.298 -0.158 -0.955 0.496
H -1.86852 1.80260 1.55148 -0.053 0.039 0.956 0.271
H -1.40804 2.54614 -0.01372 -1.182 -2.416 0.942 0.236
H -2.80064 1.26286 0.15864 -0.026 0.257 -0.138 0.305
H 0.39118 1.75314 -0.57546 -0.679 -0.389 0.354 0.304
H -1.35691 -0.45377 0.11451 0.982 0.357 -0.494 0.301
```
Positions in Å, forces in eV/Å.

Computed properties:
LUMO energy: -4.89 eV
DFT total energy: -580.1073 hartree
frontier orbital gap: 0.29356 Ha
SMILES: CN/[NH+]=C\N=C/I
charge: +1
energy above the lowest of the compared OMol25 structures with the same formula, charge and spin: 267.2 kJ/mol

Record 3
An isolated ion of composition C3H7INO and charge +1 at a distorted geometry, computed with ωB97M-V/def2-TZVPD.

Geometry as XYZ:
```
13
Properties=species:S:1:pos:R:3:forces:R:3:mulliken_charge:R:1
C -0.33049 0.54505 -0.53290 -1.709 -0.892 -1.416 0.282
C 1.50806 0.00296 0.26591 -0.123 1.095 0.455 -0.442
C -1.50033 0.20629 0.47602 -1.493 1.698 -1.372 -1.065
N 0.59179 -0.68496 -0.78291 -0.077 -2.068 0.679 -0.164
O 0.82083 1.20564 -0.02839 -0.449 0.130 0.286 -0.315
I 1.43779 -0.65035 2.26445 -0.377 -0.475 0.466 0.249
H -0.74068 0.91161 -1.61559 1.082 -0.401 2.910 0.351
H 2.60518 0.14763 0.25021 -0.671 -0.511 -1.580 0.388
H -1.31702 -0.50161 1.29170 0.304 0.350 -0.378 0.293
H -2.43672 -0.11122 -0.09621 1.497 -0.030 0.413 0.348
H -1.89921 1.19376 0.88447 0.986 -1.121 -0.218 0.321
H 0.22133 -1.72272 -0.69200 1.005 2.566 0.053 0.390
H 1.03947 -0.54208 -1.68476 0.025 -0.342 -0.299 0.365
```
Positions in Å, forces in eV/Å.

Computed properties:
LUMO energy: -3.74 eV
DFT total energy: -545.8528 hartree
frontier orbital gap: 0.37933 Ha
SMILES: C[C@@H]1[NH2+][C@H](I)O1
charge: +1
energy above the lowest of the compared OMol25 structures with the same formula, charge and spin: 191.7 kJ/mol

Record 4
C3H7INO2PTa as an isolated structure at a distorted geometry, computed with ωB97M-V/def2-TZVPD.

Geometry as XYZ:
```
16
Properties=species:S:1:pos:R:3:forces:R:3:mulliken_charge:R:1
C 2.39518 -0.04589 0.07009 -0.036 -0.251 0.646 -0.601
C 1.59072 -0.95032 -0.51541 -0.379 0.412 -3.000 -0.322
Ta -0.39928 -0.70608 0.11872 0.091 0.210 1.982 0.536
I 0.35636 -0.77791 2.89220 -0.299 0.109 -0.157 -0.364
O -2.36792 -0.61549 0.73490 0.243 -1.302 -1.113 -0.584
C -3.32305 -0.95828 -0.05278 -0.699 2.012 0.164 0.585
N -4.27112 -0.92953 -0.72770 0.411 -0.963 0.206 -0.555
P -0.01944 1.91075 -0.08023 -0.285 0.218 0.147 0.274
O -1.27961 2.56476 0.41999 -0.138 -0.143 -0.073 -0.639
H 3.04533 -0.29793 0.91393 0.754 -0.157 -0.596 0.287
H 2.40038 1.00128 -0.21618 -0.665 0.214 0.696 0.323
H 1.85123 -1.80542 -1.13342 0.352 -0.919 1.507 0.382
H -0.38819 -2.52246 -0.10402 0.304 0.315 -0.347 -0.184
H -0.98015 -0.61103 -1.56899 -0.203 0.123 0.171 -0.185
H 0.30045 2.33020 -1.40165 0.354 0.022 0.025 0.042
H 1.08909 2.41335 0.65054 0.195 0.100 -0.258 0.006
```
Positions in Å, forces in eV/Å.

Computed properties:
LUMO energy: 1.63 eV
DFT total energy: -1019.7345 hartree
frontier orbital gap: 0.24176 Ha
charge: -1
energy above the lowest of the compared OMol25 structures with the same formula, charge and spin: 0.0 kJ/mol